one | # C3H5N3O

An isolated molecule of C3H5N3O (ωB97M-V/def2-TZVPD, the OMol25 dataset).

Summary:
- 2S+1: 1
- Lowest unoccupied orbital energy: 0.76 eV
- HOMO level: -9.40 eV
- SMILES string: [H]/N=C1/CC(=O)NN1
- Net charge: 0

Each line ends with the Mulliken charge.
Positions of all 12 atoms, in Å:
C1 0.040 0.668 -0.759  0.254
C2 -1.178 -0.335 -0.102  -0.222
C3 -0.462 -1.152 0.903  0.282
H1 0.750 1.870 -1.792  0.233
H2 -1.810 0.437 0.547  0.204
H3 -1.786 -0.790 -1.027  0.307
H4 1.439 -0.870 1.655  0.257
H5 1.934 0.777 -0.312  0.301
N1 -0.071 1.322 -1.832  -0.593
N2 0.901 -0.621 0.857  -0.147
N3 1.085 0.680 0.158  -0.299
O1 -0.842 -1.985 1.705  -0.576

=====

two | # C3H5N3O

An isolated molecule of C3H5N3O (ωB97M-V/def2-TZVPD, the OMol25 dataset).

Summary:
- 2S+1: 1
- Lowest unoccupied orbital energy: 0.35 eV
- HOMO level: -8.96 eV
- SMILES string: ON1C=NN=CC1
- Net charge: 0

Each line ends with the Mulliken charge.
Positions of all 12 atoms, in Å:
C1 -0.112 0.968 0.103  -0.311
C2 1.301 0.838 -0.193  -0.147
C3 0.054 -1.417 -0.103  0.037
H1 -2.286 -0.248 0.678  0.333
H2 -0.620 1.789 -0.412  0.304
H3 -0.384 1.090 1.143  0.250
H4 1.888 1.714 -0.437  0.396
H5 -0.453 -2.393 -0.008  0.388
N1 -0.664 -0.278 -0.363  -0.041
N2 2.000 -0.254 -0.207  -0.341
N3 1.366 -1.470 0.044  -0.472
O1 -2.090 -0.339 -0.245  -0.397

=====

Stability verdict: one, ahead by 0.0585 hartree

=====

one | # C3H5N3O

An isolated molecule of C3H5N3O (ωB97M-V/def2-TZVPD, the OMol25 dataset).

Summary:
- 2S+1: 1
- Lowest unoccupied orbital energy: 0.47 eV
- HOMO level: -7.55 eV
- SMILES string: Nc1c[nH]c(O)n1
- Net charge: 0

Each line ends with the Mulliken charge.
Positions of all 12 atoms, in Å:
N1 2.079 0.579 -0.049  -0.562
C1 0.778 0.143 -0.289  0.546
C2 0.270 -1.116 -0.079  -0.609
N2 -1.052 -1.044 -0.506  -0.080
C3 -1.296 0.284 -0.588  0.484
O1 -2.249 0.716 0.300  -0.515
N3 -0.205 1.010 -0.693  -0.683
H1 2.409 0.237 0.845  0.242
H2 2.153 1.587 -0.102  0.278
H3 0.544 -1.900 0.608  0.300
H4 -1.764 -1.733 -0.337  0.236
H5 -1.667 1.238 0.888  0.362

=====

two | # C3H5N3O

A cluster of 2 separate species, C3H5N3O in total (ωB97M-V/def2-TZVPD, the OMol25 dataset).

Summary:
- 2S+1: 1
- Lowest unoccupied orbital energy: 0.42 eV
- HOMO level: -8.54 eV
- Net charge: 0

Each line ends with the Mulliken charge.
Positions of all 12 atoms, in Å:
N1 -0.093 1.013 2.268  -0.543
C1 -0.610 1.331 1.070  0.517
N2 -1.097 1.598 0.049  -0.473
C2 -0.743 -0.446 -1.504  -0.468
O1 -0.254 0.334 -2.432  -0.319
C3 0.315 -1.220 -0.838  0.306
N3 0.675 -1.186 0.388  -0.558
H1 0.537 1.722 2.622  0.249
H2 0.333 0.090 2.210  0.327
H3 -1.006 0.754 -2.879  0.427
H4 0.643 -2.018 -1.528  0.337
H5 1.300 -1.970 0.575  0.199

=====

Stability verdict: one, ahead by 0.0652 hartree

=====

one | # C3H5N3O

An isolated molecule of C3H5N3O (ωB97M-V/def2-TZVPD, the OMol25 dataset).

Summary:
- 2S+1: 1
- Lowest unoccupied orbital energy: 0.52 eV
- HOMO level: -9.79 eV
- SMILES string: N[C@H]1N=CNC1=O
- Net charge: 0

Each line ends with the Mulliken charge.
Positions of all 12 atoms, in Å:
C1 -0.133 0.338 1.651  -0.141
C2 -0.670 1.159 -0.358  0.335
C3 -0.631 -0.372 -0.303  0.023
N1 -0.323 -0.734 1.029  -0.482
N2 -0.139 1.530 0.864  -0.165
N3 0.638 -1.051 -1.264  -0.635
O1 -1.106 1.886 -1.199  -0.557
H1 0.103 0.461 2.632  0.456
H2 -1.356 -1.012 -0.710  0.347
H3 -0.139 2.496 1.374  0.299
H4 0.427 -0.767 -2.184  0.254
H5 1.515 -0.540 -0.902  0.266

=====

two | # C3H5N3O

An isolated molecule of C3H5N3O (ωB97M-V/def2-TZVPD, the OMol25 dataset).

Summary:
- 2S+1: 1
- Lowest unoccupied orbital energy: 0.99 eV
- HOMO level: -8.47 eV
- SMILES string: Nc1n[nH]cc1O
- Net charge: 0

Each line ends with the Mulliken charge.
Positions of all 12 atoms, in Å:
C1 0.688 0.147 0.142  0.325
C2 -1.529 0.008 0.166  -0.787
C3 -0.410 -0.451 -0.494  0.608
H1 2.596 -0.514 0.410  0.277
H2 2.433 0.849 -0.558  0.276
H3 -1.499 1.294 1.912  0.252
H4 -2.589 -0.296 0.096  0.411
H5 0.538 -1.386 -1.836  0.330
N1 2.031 -0.041 -0.332  -0.545
N2 0.309 0.946 1.140  -0.808
N3 -1.015 0.851 1.103  0.261
O1 -0.405 -1.307 -1.535  -0.600

=====

Stability verdict: two, ahead by 0.0191 hartree

=====

one | # C3H5N3O

An isolated molecule of C3H5N3O (ωB97M-V/def2-TZVPD, the OMol25 dataset).

Summary:
- 2S+1: 1
- Lowest unoccupied orbital energy: 0.91 eV
- HOMO level: -10.14 eV
- SMILES string: OCn1nccn1
- Net charge: 0

Each line ends with the Mulliken charge.
Positions of all 12 atoms, in Å:
C1 -1.666 0.752 0.284  -0.209
C2 -1.779 -0.637 0.155  -0.117
C3 1.551 -0.175 -0.563  -0.082
N1 -0.467 1.117 -0.003  -0.698
N2 0.176 -0.077 -0.202  0.840
N3 -0.655 -1.190 -0.112  -0.781
O1 2.428 0.298 0.455  -0.503
H1 -2.432 1.409 0.493  0.455
H2 -2.801 -0.979 0.300  0.343
H3 1.945 0.449 -1.382  0.215
H4 1.966 0.343 1.284  0.304
H5 1.734 -1.309 -0.708  0.232

=====

two | # C3H5N3O

An isolated molecule of C3H5N3O (ωB97M-V/def2-TZVPD, the OMol25 dataset).

Summary:
- 2S+1: 1
- Lowest unoccupied orbital energy: 0.48 eV
- HOMO level: -9.22 eV
- SMILES string: Cn1cnnc1O
- Net charge: 0

Each line ends with the Mulliken charge.
Positions of all 12 atoms, in Å:
C1 -1.263 -0.782 -0.035  -0.750
C2 1.302 -0.902 0.101  -0.102
C3 0.415 1.027 0.154  0.495
H1 -1.193 -1.927 -0.434  0.264
H2 -1.841 -0.270 -0.885  0.293
H3 -1.800 -0.864 1.028  0.273
H4 1.447 -1.911 -0.116  0.401
H5 -0.451 2.859 -0.060  0.377
N1 0.084 -0.273 0.233  0.110
N2 2.289 -0.019 0.000  -0.371
N3 1.649 1.246 -0.032  -0.447
O1 -0.639 1.815 0.048  -0.544

=====

Stability verdict: two, ahead by 0.0051 hartree

=====

one | # C3H5N3O

An isolated molecule of C3H5N3O (ωB97M-V/def2-TZVPD, the OMol25 dataset).

Summary:
- 2S+1: 1
- Lowest unoccupied orbital energy: 0.37 eV
- HOMO level: -9.88 eV
- SMILES string: C=N/N=C\NC=O
- Net charge: 0

Each line ends with the Mulliken charge.
Positions of all 12 atoms, in Å:
C1 0.546 2.452 -0.931  -0.281
C2 -0.493 -0.555 -0.615  0.107
C3 -0.220 -2.014 1.354  0.121
H1 0.546 3.104 0.157  0.249
H2 0.892 2.663 -2.189  0.278
H3 -0.638 -1.516 -1.091  0.242
H4 0.175 -0.002 1.322  0.342
H5 -0.592 -2.752 0.723  0.283
N1 -0.092 1.379 -0.392  -0.189
N2 -0.363 0.394 -1.371  -0.486
N3 -0.208 -0.882 0.751  -0.165
O1 0.446 -2.271 2.281  -0.501

=====

two | # C3H5N3O

An isolated molecule of C3H5N3O (ωB97M-V/def2-TZVPD, the OMol25 dataset).

Summary:
- 2S+1: 1
- Lowest unoccupied orbital energy: 0.76 eV
- HOMO level: -7.65 eV
- SMILES string: Nc1c[nH]c(=O)[nH]1
- Net charge: 0

Each line ends with the Mulliken charge.
Positions of all 12 atoms, in Å:
N1 2.062 -0.063 -0.002  -0.523
C1 0.674 0.081 0.021  0.422
C2 -0.130 1.161 0.063  -0.594
N2 -1.461 0.687 0.062  -0.094
C3 -1.482 -0.693 0.068  0.180
O1 -2.441 -1.443 0.100  -0.636
N3 -0.137 -1.048 0.018  -0.092
H1 2.359 -0.849 -0.568  0.253
H2 2.526 0.774 -0.330  0.252
H3 0.102 2.208 -0.050  0.377
H4 -2.234 1.185 0.471  0.249
H5 0.162 -2.001 0.147  0.205

=====

Stability verdict: two, ahead by 0.1952 hartree

=====

one | # C3H5N3O

An isolated molecule of C3H5N3O (ωB97M-V/def2-TZVPD, the OMol25 dataset).

Summary:
- 2S+1: 1
- Lowest unoccupied orbital energy: 0.39 eV
- HOMO level: -9.76 eV
- SMILES string: N[C@@H]1N=CC(O)=N1
- Net charge: 0

Each line ends with the Mulliken charge.
Positions of all 12 atoms, in Å:
N1 1.686 -0.500 -1.317  -0.515
C1 0.687 -0.554 -0.283  0.386
N2 0.485 0.670 0.485  -0.615
C2 -0.757 0.634 0.785  0.640
O1 -1.403 1.487 1.586  -0.487
C3 -1.439 -0.498 0.131  -0.316
N3 -0.616 -1.129 -0.617  -0.552
H1 2.335 0.253 -1.105  0.260
H2 1.300 -0.367 -2.244  0.252
H3 -0.752 2.152 1.860  0.363
H4 -2.471 -0.802 0.278  0.398
H5 0.946 -1.345 0.439  0.187

=====

two | # C3H5N3O

An isolated molecule of C3H5N3O (ωB97M-V/def2-TZVPD, the OMol25 dataset).

Summary:
- 2S+1: 1
- Lowest unoccupied orbital energy: -0.14 eV
- HOMO level: -9.64 eV
- SMILES string: [H]/N=N/C(=C)NC=O
- Net charge: 0

Each line ends with the Mulliken charge.
Positions of all 12 atoms, in Å:
C1 1.807 -0.166 0.382  -0.777
C2 0.509 -0.008 0.607  0.608
N1 -0.214 -1.214 0.906  -0.161
N2 -1.379 -1.115 0.496  -0.344
C3 -1.012 0.742 -0.937  0.025
O1 -1.836 1.445 -1.455  -0.487
N3 -0.285 1.092 0.244  -0.289
H1 -0.637 -0.199 -1.355  0.370
H2 2.258 -1.120 0.622  0.304
H3 2.372 0.636 -0.079  0.241
H4 -1.826 -2.031 0.510  0.220
H5 0.245 1.937 0.059  0.290

=====

Stability verdict: one, ahead by 0.0710 hartree